Formula: CrN5O15
Source: OMol25
Level of theory: ωB97M-V/def2-TZVPD

Computed properties:
**Energy relative to the best compared isomer or geometry (same formula, charge and spin)**: 18.5 kcal/mol
**Frontier orbital gap (spin up / spin down)**: 8.0 / 8.3 eV
**Lowest unoccupied orbital energy (spin up / spin down)**: 0.1685 / 0.1816 Ha
**<S²>**: 3.776
**Calculated total energy**: -66570.37831 eV

Geometry as ORCA input:
```
! RIJCOSX wB97M-V def2-TZVPD def2/J DEFGRID3
* xyz -2 4
Cr -0.62218 -0.57962 -0.06836
N -3.07239 -1.35490 -0.20627
O -4.19447 -1.52148 -0.57768
O -2.04506 -1.99619 -0.59042
O -2.65357 -0.26198 0.31735
N 2.61794 -0.83697 -0.30201
O 1.36169 -1.03435 -0.12111
O 3.28548 -0.64073 0.70515
O 3.05033 -0.80156 -1.43843
N -0.26267 0.74523 -2.92254
O -1.00614 1.58897 -3.41129
O -0.71441 -0.05886 -2.02568
O 0.92377 0.69083 -3.19682
N 0.88901 2.22456 0.39759
O -0.00184 1.28115 0.42167
O 1.35561 2.61782 1.45516
O 1.36619 2.53355 -0.68642
N -0.07472 -0.64171 3.08507
O -0.76011 -0.74902 4.09453
O -0.47834 -1.07413 1.94405
O 1.03590 -0.13059 3.12647
*
```

Atom charges from the Mulliken analysis, given in e for atoms 1 to 2:
1 Cr 0.826
2 N 1.376